i | DFT (ωB97M-V/def2-TZVPD) results for C5H5NO in the gas phase.

Output
Gap between HOMO and LUMO in eV: 8.780
Multiplicity: 1
LUMO in eV: 0.17
Total charge: 0
SMILES: [H]/N=C/C=C\C=C=O
HOMO level in eV: -8.607

Each line ends with the natural charge from an NBO analysis.
Positions of all 12 atoms, in Å:
H1 0.09 2.36 -0.20  0.22
C1 2.24 -0.21 0.01  0.73
C2 0.04 1.25 0.05  -0.15
H2 -2.14 0.87 -0.28  0.24
H3 2.23 1.73 0.02  0.28
C3 -1.22 -0.97 0.27  0.09
C4 1.54 0.89 -0.08  -0.59
O1 3.11 -0.98 0.06  -0.43
C5 -1.10 0.47 0.13  -0.29
N1 -2.31 -1.44 -0.13  -0.59
H4 -2.22 -2.44 -0.28  0.34
H5 -0.26 -1.52 0.44  0.15

=====

ii | DFT (ωB97M-V/def2-TZVPD) results for C5H5NO in the gas phase.

Output
Gap between HOMO and LUMO in eV: 9.480
Multiplicity: 1
LUMO in eV: 0.75
Total charge: 0
SMILES: CC1=C[C@@H]1N=C=O
HOMO level in eV: -8.728

Each line ends with the natural charge from an NBO analysis.
Positions of all 12 atoms, in Å:
H1 -0.86 1.94 1.69  0.24
H2 0.08 0.72 -2.28  0.22
C1 -0.43 0.97 -0.12  0.12
N1 0.78 -1.70 -0.18  -0.57
C2 0.78 -0.25 -0.20  -0.11
C3 -1.33 1.48 0.88  -0.66
O1 1.61 -3.89 -0.04  -0.52
C4 0.04 0.60 -1.23  -0.22
H3 -2.11 2.13 0.41  0.23
C5 1.37 -2.77 -0.09  0.85
H4 1.84 0.14 -0.02  0.18
H5 -1.78 0.63 1.20  0.24

=====

iii | DFT (ωB97M-V/def2-TZVPD) results for C5H5NO in the gas phase.

Output
Gap between HOMO and LUMO in eV: 11.315
Multiplicity: 1
LUMO in eV: 0.66
Total charge: 0
SMILES: C#C[C@@H](O)CC#N
HOMO level in eV: -10.659

Each line ends with the natural charge from an NBO analysis.
Positions of all 12 atoms, in Å:
H1 -1.07 -1.08 -1.12  0.21
H2 -1.50 1.62 -0.86  0.48
C1 -1.04 -0.09 0.74  -0.08
C2 -0.69 -0.14 -0.69  0.04
H3 -0.70 -0.06 2.99  0.25
N1 2.32 -0.77 1.27  -0.33
H4 1.22 0.89 -1.03  0.27
H5 1.23 -0.78 -1.56  0.26
C3 -0.83 -0.06 1.93  -0.17
C4 1.57 -0.49 0.43  0.29
C5 0.85 -0.11 -0.78  -0.52
O1 -1.23 0.92 -1.46  -0.70

=====

iv | DFT (ωB97M-V/def2-TZVPD) results for C5H5NO in the gas phase.

Output
Gap between HOMO and LUMO in eV: 9.967
Multiplicity: 1
LUMO in eV: 0.01
Total charge: 0
SMILES: C#CC(=O)[C@H]1CN1
HOMO level in eV: -9.962

Each line ends with the natural charge from an NBO analysis.
Positions of all 12 atoms, in Å:
H1 -0.27 1.19 -1.04  0.20
H2 1.64 -0.90 0.25  0.23
C1 -2.12 -1.51 -0.34  -0.14
H3 -2.86 -1.97 -0.96  0.24
C2 -1.30 -1.01 0.39  -0.14
H4 1.20 0.46 -1.87  0.20
O1 -0.42 0.12 2.26  -0.47
C3 0.96 -0.05 0.28  -0.18
C4 0.73 0.75 -0.94  -0.24
N1 1.59 1.24 0.14  -0.56
C5 -0.27 -0.28 1.13  0.50
H5 1.11 1.95 0.69  0.36

=====

Question: of the structures shown, which is the most stable? Reply: iii.